Run i
The following is a DFT calculation (wB97M-V/def2-TZVPD) of one molecule with the formula C2H5BrClN.

```
! wB97M-V def2-TZVPD RIJCOSX def2/J DEFGRID3
* xyz 0 1
Cl 0.02648 0.78453 -2.80448
N -0.44255 0.86553 -1.08223
C 0.32903 -0.23071 -0.26262
C 0.00535 -0.02655 1.17458
Br 1.02659 -1.21829 2.28570
H -1.28684 0.35724 -1.25385
H -0.10308 -1.16128 -0.65928
H 1.31230 0.03184 -0.44413
H -1.05104 -0.36190 1.58698
H 0.18377 0.95960 1.45933
*
```

Output
orbital gap	0.38593	Eh
lowest unoccupied orbital energy	0.36	eV
SMILES	ClNCCBr
HOMO energy	-10.144	eV

Run ii
The following is a DFT calculation (wB97M-V/def2-TZVPD) of C2H5BrClN as an isolated structure.

```
! wB97M-V def2-TZVPD RIJCOSX def2/J DEFGRID3
* xyz 0 1
C 1.01144 -1.06063 -0.91720
C -0.99093 -0.44596 0.27850
N 0.19875 -0.21111 -0.27524
Cl -1.91798 0.95524 0.35688
Br -1.92763 -1.94276 0.01454
H 0.88556 -2.17257 -0.72203
H 0.45886 2.44533 1.19034
H 2.04445 -0.71809 -0.99701
H -0.25161 2.42590 1.18672
H 0.48910 0.72466 -0.11551
*
```

Output
orbital gap (alpha / beta)	0.28608 / 0.28561	Eh
lowest unoccupied orbital energy (alpha / beta)	0.51 / 0.43	eV
HOMO energy (alpha / beta)	-7.279 / -7.342	eV

Stability summary - winner: run i; margin: 46.2 kcal/mol.

Run i
The following is a DFT calculation (wB97M-V/def2-TZVPD) of a 14-piece molecular cluster, H27O14 overall.

```
! wB97M-V def2-TZVPD RIJCOSX def2/J DEFGRID3
* xyz -1 1
O 3.39005 2.99783 2.37592
H -0.00368 -3.38706 0.83554
O 3.02138 -0.27645 -2.13371
H -2.64394 -2.54738 0.72629
H -0.82329 -0.61867 0.71442
O 2.16565 -1.96518 2.46690
H 0.55008 -1.14342 0.63036
H 0.93970 2.78264 0.35749
O 1.39385 3.41410 0.78310
H 1.67691 -2.87571 -1.98727
H 1.62621 2.97651 1.62933
O 1.34136 -2.27509 -1.41784
H 2.83856 2.61819 2.91817
H 3.09414 0.14195 -1.13925
O -3.44609 -2.41252 1.16455
H -4.09731 2.05230 0.81396
H -0.03571 1.01221 -0.79163
O -4.17351 2.89748 0.62681
H 0.02417 -3.07713 -0.54982
H -3.73842 -1.59618 1.44427
O 0.04393 -0.36489 1.03852
H 2.06332 -2.46382 1.55750
H -1.98901 0.45256 -3.59084
O -0.98887 -1.26757 -1.39610
H -1.64450 -1.92196 -1.40974
H 2.71145 -2.52651 3.18020
O -4.13538 0.15544 0.60598
H -4.86433 -0.46718 0.27015
H -3.30647 0.11390 -0.02459
O 0.03050 1.63908 -1.49440
H -4.11041 3.05337 -0.30301
H 3.88819 2.33821 1.75741
O -0.65971 -3.37672 0.24024
H 4.22329 1.79763 -0.32083
H 0.20941 0.92612 -2.19328
O -2.77764 -0.02291 -3.27598
H -0.01956 -1.80403 -1.44058
H -2.53207 -1.00611 -3.20285
O 4.63260 1.55886 0.58975
H 2.49530 -1.12957 -1.70984
H 4.76290 0.68744 0.43846
*
```

Output
orbital gap	0.35957	Eh
lowest unoccupied orbital energy	2.41	eV
HOMO energy	-7.371	eV

Run ii
The following is a DFT calculation (wB97M-V/def2-TZVPD) of H27O14 as an isolated structure.

```
! wB97M-V def2-TZVPD RIJCOSX def2/J DEFGRID3
* xyz -1 1
O 0.73460 -3.70704 3.16577
H 0.80468 -2.79660 3.35095
O 1.34299 -2.19477 0.67869
H 1.52366 -2.60369 -0.10576
H 0.83935 -1.33235 0.46123
O -1.07221 1.74880 -0.86358
H -1.14767 -0.70399 0.82130
H -1.34144 0.62740 -2.31710
O -0.88948 -0.08759 -2.73601
H 1.41055 1.33988 -4.59962
H -0.21718 0.54296 -3.03496
O -3.19831 -2.75326 2.15530
H 1.25973 -1.37654 -2.75683
H -4.21526 -2.47909 2.20281
O 1.82730 0.54084 2.75107
H 1.40719 1.16505 2.00927
H 2.08913 -0.20759 2.01510
O 2.32210 1.84681 -1.00508
H 1.76623 2.11204 -1.69618
H 2.50194 0.86246 -1.16476
O -0.43433 -0.40040 0.21236
H -0.70320 0.73868 -0.25761
H -2.75829 -2.30483 1.34311
O 1.53354 1.27677 -3.63235
H 2.23852 0.47577 -3.64635
H -0.43364 2.19516 -1.28775
O -3.06454 3.60916 -0.30802
H -2.87508 2.67968 -0.32578
H -2.64444 4.19799 0.31775
O -4.62123 1.01866 0.47467
H -3.97623 1.76924 0.29440
H -4.37862 0.44200 -0.38622
O 1.33790 -1.09500 -1.84544
H 0.44297 -0.78226 -1.59690
H 0.09514 -3.98399 2.59483
O 0.47409 2.46320 1.47932
H -0.19198 2.13892 0.82816
H 1.19335 2.76575 1.10967
O 3.98779 -2.64654 2.02870
H 4.04401 -2.22918 1.19925
H 2.98637 -2.87250 2.07259
*
```

Output
orbital gap	0.31870	Eh
lowest unoccupied orbital energy	1.97	eV
HOMO energy	-6.705	eV

Stability summary - winner: run ii; margin: 22.1 kcal/mol.

Run i
The following is a DFT calculation (wB97M-V/def2-TZVPD) of one molecule with the formula C4H5IN2.

```
! wB97M-V def2-TZVPD RIJCOSX def2/J DEFGRID3
* xyz 0 3
C -0.82064 0.70138 -0.70682
C -0.82059 -1.44510 0.79395
C -0.37420 -0.33973 1.70758
C -0.69649 -0.12501 0.23093
N -0.91321 1.45951 -1.67702
N 2.36104 0.89523 -2.18470
I 0.89644 1.84998 -2.84248
H -0.18914 -2.28195 0.48351
H -1.90586 -1.78519 1.19873
H -1.02245 -0.11099 2.46705
H 0.71946 -0.12234 1.90046
H 2.76563 1.30420 -1.37118
*
```

Output
orbital gap (alpha / beta)	0.25270 / 0.22363	Eh
lowest unoccupied orbital energy (alpha / beta)	0.51 / -2.33	eV
⟨S²⟩	2.0263
HOMO energy (alpha / beta)	-6.364 / -8.416	eV

Run ii
The following is a DFT calculation (wB97M-V/def2-TZVPD) of C4H5IN2 as an isolated structure.

```
! wB97M-V def2-TZVPD RIJCOSX def2/J DEFGRID3
* xyz 0 3
C -0.44098 2.46348 0.39485
C -0.69240 0.14489 1.08735
C 0.27386 0.80157 -1.11171
C 0.19107 1.17124 0.33389
N -0.99974 3.43383 0.23581
N -0.36424 -1.02155 1.10650
I 1.99439 1.48458 1.49998
H -1.48811 0.63448 1.56915
H -0.71190 0.67359 -1.42732
H 0.75714 1.56687 -1.70778
H 0.82605 -0.06833 -1.11577
H -0.96219 -1.65324 1.62914
*
```

Output
orbital gap (alpha / beta)	0.24854 / 0.22751	Eh
lowest unoccupied orbital energy (alpha / beta)	0.59 / -3.94	eV
⟨S²⟩	2.0065
HOMO energy (alpha / beta)	-6.172 / -10.127	eV

Stability summary - winner: run ii; margin: 74.4 kcal/mol.

Run i
The following is a DFT calculation (wB97M-V/def2-TZVPD) of a 2-piece molecular cluster, CH4FINP overall.

```
! wB97M-V def2-TZVPD RIJCOSX def2/J DEFGRID3
* xyz 0 1
C 0.18593 -0.22073 1.90708
N -0.99025 0.05819 1.11731
P -1.35058 -0.01593 -0.33414
F -0.07458 -0.83003 -1.03836
H 0.84204 -1.18106 1.47465
H 0.81395 0.57710 1.91788
H -0.19015 -0.30053 2.85287
I 0.96230 0.55158 -4.42985
H -0.19866 1.36142 -3.46743
*
```

Output
orbital gap	0.36046	Eh
lowest unoccupied orbital energy	-0.17	eV
SMILES	C/N=P\F.I
HOMO energy	-9.976	eV

Run ii
The following is a DFT calculation (wB97M-V/def2-TZVPD) of CH4FINP as an isolated structure.

```
! wB97M-V def2-TZVPD RIJCOSX def2/J DEFGRID3
* xyz 0 1
C 0.29825 0.05777 0.20257
N -0.75702 -0.90271 0.31761
F -1.67573 -3.02776 2.15819
P -1.31677 -1.47339 2.50016
I 1.09405 -1.89354 3.22216
H 1.40018 -0.22866 0.36876
H 0.45830 0.40165 -0.89146
H 0.16745 1.12195 0.65714
H -0.63916 -1.78597 -0.17248
*
```

Output
orbital gap	0.30545	Eh
lowest unoccupied orbital energy	-0.53	eV
HOMO energy	-8.838	eV

Stability summary - winner: run i; margin: 12.7 kcal/mol.

Run i
The following is a DFT calculation (wB97M-V/def2-TZVPD) of a 2-piece molecular cluster, C4H10I2Si overall.

```
! wB97M-V def2-TZVPD RIJCOSX def2/J DEFGRID3
* xyz 0 1
C -1.50380 1.19335 0.73747
C -0.00880 0.28559 -1.70360
C -0.43439 -1.94434 0.47636
C 1.43825 0.71396 0.78479
Si -0.17478 -0.09805 0.15152
I 3.51657 -1.60209 -0.61223
I 2.23034 2.54032 0.27877
H -1.17469 2.14709 0.75663
H -2.40508 1.15942 0.22806
H -1.91214 1.15169 1.81944
H 0.98652 0.45163 -2.02481
H -0.40178 -0.53455 -2.37791
H -0.54264 1.15675 -1.94844
H -1.43292 -2.10517 0.43641
H 0.12666 -2.54428 -0.33782
H -0.11319 -2.33194 1.47822
H 1.80588 0.36062 1.85712
*
```

Output
orbital gap (alpha / beta)	0.30925 / 0.20908	Eh
lowest unoccupied orbital energy (alpha / beta)	-1.13 / -2.70	eV
HOMO energy (alpha / beta)	-9.544 / -8.387	eV

Run ii
The following is a DFT calculation (wB97M-V/def2-TZVPD) of one molecule with the formula C4H10I2Si.

```
! wB97M-V def2-TZVPD RIJCOSX def2/J DEFGRID3
* xyz 0 1
C 0.21351 -0.57596 1.53973
C 0.82072 -0.33161 0.16261
C 0.01325 0.65175 -0.68803
C -1.37263 0.11440 -1.03393
Si 1.00068 1.09874 -2.24716
I -0.17910 2.86839 -3.50013
I 1.24515 -0.88897 -3.68588
H -0.74461 -1.08280 1.46204
H 0.06700 0.36534 2.06647
H 0.87744 -1.20037 2.13300
H 1.83435 0.05942 0.29725
H 0.90423 -1.28658 -0.36388
H -0.11358 1.57389 -0.10817
H -1.29995 -0.85087 -1.53403
H -1.97317 -0.01465 -0.13649
H -1.90914 0.80069 -1.68849
H 2.34033 1.59265 -1.98832
*
```

Output
orbital gap	0.36241	Eh
lowest unoccupied orbital energy	0.31	eV
SMILES	CC[C@H](C)[SiH](I)I
HOMO energy	-9.552	eV

Stability summary - winner: run ii; margin: 104.8 kcal/mol.

Run i
The following is a DFT calculation (wB97M-V/def2-TZVPD) of one molecule with the formula H2NPS2.

```
! wB97M-V def2-TZVPD RIJCOSX def2/J DEFGRID3
* xyz 0 1
N 0.16228 0.36218 0.16861
S 1.47198 1.42231 -0.37948
P 0.74423 3.27221 0.09266
S 2.84886 4.01814 -0.51893
H -0.43852 0.37890 -0.63024
H 0.61668 -0.46806 0.64196
*
```

Output
orbital gap (alpha / beta)	0.25163 / 0.23738	Eh
lowest unoccupied orbital energy (alpha / beta)	-1.89 / -2.01	eV
SMILES	NSP=S
HOMO energy (alpha / beta)	-8.732 / -8.472	eV

Run ii
The following is a DFT calculation (wB97M-V/def2-TZVPD) of one molecule with the formula H2NPS2.

```
! wB97M-V def2-TZVPD RIJCOSX def2/J DEFGRID3
* xyz 0 1
N 0.41811 0.27425 -0.13898
S 1.94982 -0.56680 -0.18004
P 3.07662 1.15023 -0.13254
S 5.09994 -0.44384 0.10724
H -0.33025 -0.14403 -0.71695
H -0.00407 0.52326 0.74746
*
```

Output
orbital gap (alpha / beta)	0.29426 / 0.22596	Eh
lowest unoccupied orbital energy (alpha / beta)	-1.38 / -1.98	eV
SMILES	NSP=S
HOMO energy (alpha / beta)	-9.386 / -8.128	eV

Stability summary - winner: run i; margin: 20.2 kcal/mol.